Entry from the OMol25 dataset: a molecular structure, C37H40MgN11O9 (ωB97M-V/def2-TZVPD).

```
! RIJCOSX wB97M-V def2-TZVPD def2/J DEFGRID3
* xyz -1 1
Mg -1.3573 -5.6514 0.5088
N 2.6379 -6.7084 -2.6217
O 1.5909 -6.2714 -2.1306
O 3.7151 -6.3463 -2.1635
O 2.5628 -7.5426 -3.4665
N 2.8838 -6.8117 2.7265
O 3.1918 -7.9730 2.8613
O 3.7649 -5.9781 2.9234
O 1.6886 -6.4708 2.6766
N -0.2889 -0.9007 -0.1518
O 0.3291 -0.0740 0.5155
O -0.7032 -0.7351 -1.2471
O -0.4884 -1.9691 0.4375
N 0.7883 5.4150 -0.1954
C 1.7426 6.4821 -0.1350
C 1.1242 7.6190 -0.6954
C -0.1238 7.2340 -1.1224
C -0.3463 5.9469 -0.7086
H 0.8140 4.4583 0.1276
H 2.7423 6.2233 0.1812
H 1.5772 8.5815 -0.8821
H -0.8591 7.8354 -1.6362
H -1.2605 5.3785 -0.7955
N 2.3860 4.9351 -5.1310
C 2.7822 3.6075 -5.0930
C 3.7574 3.3825 -5.9861
C 3.9800 4.6364 -6.5463
C 3.1106 5.6237 -6.0467
H 1.7185 5.3149 -4.4750
H 2.3988 2.8857 -4.3870
H 4.2574 2.4561 -6.2275
H 4.6995 4.7422 -7.3448
H 3.0490 6.7011 -6.0896
N -1.9860 3.5094 -8.1786
C -2.7135 3.5572 -9.3255
C -3.7514 2.6584 -9.2283
C -3.6025 2.0300 -7.9701
C -2.4879 2.5484 -7.3907
H -1.1157 3.9772 -7.9694
H -2.4220 4.2810 -10.0721
H -4.5693 2.4715 -9.9084
H -4.2921 1.3093 -7.5559
H -2.0133 2.2704 -6.4613
N -4.8252 2.7163 4.7159
C -3.5151 2.9275 4.7328
C -2.7533 3.0967 5.8906
C -3.4622 3.0346 7.1225
C -4.7857 2.6655 7.1413
C -5.4590 2.5475 5.8728
H -3.1382 2.9347 3.7208
H -1.7230 3.4149 5.8312
H -2.8993 3.1104 8.0411
H -5.3487 2.4345 8.0335
H -6.5154 2.3229 5.8802
N -4.0701 -5.0288 3.7005
C -3.6752 -4.2989 4.7893
C -4.5079 -3.5494 5.5981
C -5.8923 -3.6875 5.5049
C -6.3254 -4.6113 4.5665
C -5.4150 -5.3380 3.7824
H -2.6265 -4.1307 4.9851
H -4.1920 -2.7431 6.2434
H -6.4734 -3.2556 6.3062
H -7.3631 -4.9056 4.5137
H -5.7609 -6.0631 3.0606
N -4.2083 -4.4794 -2.2956
C -4.2146 -4.6621 -3.6581
C -5.0512 -4.1831 -4.6628
C -6.0552 -3.3510 -4.2724
C -6.1464 -2.9808 -2.9222
C -5.2181 -3.5611 -2.0109
H -3.4599 -5.3428 -4.0234
H -4.8560 -4.5073 -5.6743
H -6.7348 -2.9533 -5.0116
H -6.9545 -2.3688 -2.5495
H -5.3111 -3.1521 -1.0157
N 7.4404 -2.1286 0.1850
C 6.3734 -1.5065 -0.4193
C 6.3484 -0.7898 -1.6332
C 7.5458 -0.5907 -2.2481
C 8.6776 -1.1859 -1.7941
C 8.6070 -1.9602 -0.6738
H 5.4250 -1.6893 0.0641
H 5.4072 -0.3298 -1.8959
H 7.5748 -0.0325 -3.1722
H 9.6210 -1.0615 -2.3049
H 9.5532 -2.3462 -0.3245
N 5.2244 -1.3534 6.1973
C 5.6075 -0.9212 7.4419
C 4.9952 0.1263 8.2208
C 3.7211 0.4867 7.7676
C 3.1877 -0.0141 6.6143
C 3.9430 -0.9029 5.8697
H 6.5354 -1.2767 7.8651
H 5.3925 0.5288 9.1409
H 3.1695 1.1907 8.3731
H 2.2341 0.2825 6.2031
H 3.4417 -1.2174 4.9663
*
```

Output
HOMO energy (eV): -5.62
DFT total energy (Ha): -2912.77216

Atomic charges from the Mulliken analysis, expressed in e, are listed below: 1.070, 1.077, -0.587, -0.559, -0.583, 1.012, -0.559, -0.519, -0.582, 1.083, -0.611, -0.640, -0.622, -0.020, -0.527, -0.376, -0.312, -0.494, 0.215, 0.370, 0.377, 0.384, 0.388, 0.026, -0.602, -0.274, -0.333, -0.582, 0.200, 0.423, 0.408, 0.358, 0.376, 0.019, -0.520, -0.361, -0.365, -0.487, 0.215, 0.353, 0.370, 0.386, 0.387, -0.566, -0.131, -0.453, -0.247, -0.340, -0.132, 0.419, 0.373, 0.360, 0.352, 0.367, -0.323, -0.264, -0.224, -0.291, -0.266, -0.369, 0.340, 0.351, 0.372, 0.331, 0.350, -0.325, -0.164, -0.375, -0.224, -0.380, -0.222, 0.309, 0.361, 0.359, 0.351, 0.323, -0.494, -0.140, -0.440, -0.187, -0.279, -0.235, 0.401, 0.371, 0.347, 0.330, 0.328, -0.485, -0.184, -0.374, -0.193, -0.358, -0.159, 0.333, 0.353, 0.332, 0.364, 0.371